w:
DFT (ωB97M-V with the def2-TZVPD basis set) results for the molecule C3H4FN.

Each atom is followed by the atoms it is bonded to, with distances in Å.
Positions of all 9 atoms, in Å:
1 F 0.590 1.571 -0.508  C3 1.359
2 N 1.996 -0.585 1.557  C4 1.127
3 C 0.026 0.596 0.253  F1 1.359, C4 1.518, C5 1.557, H6 1.130
4 C 1.153 -0.035 1.050  N2 1.127, C3 1.518
5 C -0.633 -0.495 -0.643  C3 1.557, H7 1.105, H8 1.114, H9 1.090
6 H -0.645 1.019 1.057  C3 1.130
7 H 0.127 -0.832 -1.372  C5 1.105
8 H -1.243 -1.298 -0.170  C5 1.114
9 H -1.371 0.059 -1.223  C5 1.090

LUMO   0.84 eV
Structure (SMILES)   C[C@H](F)C#N
Highest occupied orbital energy   -12.12 eV

***

x:
DFT (ωB97M-V with the def2-TZVPD basis set) results for a cluster of 2 separate species, C3H4FN in total.

Each atom is followed by the atoms it is bonded to, with distances in Å.
Positions of all 9 atoms, in Å:
1 F -0.404 -1.639 0.115  C5 1.415
2 N 2.108 1.188 -0.340  C4 1.133
3 C -1.699 0.287 0.405  C5 1.296, H6 1.150, H8 1.124
4 C 2.704 0.275 -0.031  N2 1.133, H7 1.061
5 C -0.961 -0.435 -0.378  F1 1.415, C3 1.296, H9 1.095
6 H -1.985 -0.092 1.453  C3 1.150
7 H 3.192 -0.595 0.329  C4 1.061
8 H -2.121 1.187 -0.118  C3 1.124
9 H -0.832 -0.176 -1.434  C5 1.095

LUMO   1.10 eV
Structure (SMILES)   C=CF.C#N
Highest occupied orbital energy   -10.22 eV

***

Quick ranking, most stable first: w, x.